# CHAs2F12KO3

CHAs2F12KO3 as an isolated structure (ωB97M-V/def2-TZVPD, OMol25).

Electronic energy in eV: -177820.518
Net charge: -2
2S+1: 1

CARTESIAN COORDINATES (ANGSTROEM)
K (0.47579, -0.69612, 0.61025)
As (0.00534, 2.29105, 3.25531)
F (1.14521, 2.68313, 2.00144)
F (1.29762, 1.93214, 4.39183)
F (-1.06576, 1.85705, 4.61853)
F (-1.29949, 2.67629, 2.13443)
F (-0.17778, 0.58227, 2.77907)
F (-0.03851, 3.97877, 3.78935)
As (0.13884, -3.74078, -1.91938)
F (-0.54741, -2.33126, -2.71253)
F (-1.40402, -4.57923, -1.97401)
F (0.89308, -5.08465, -1.05854)
F (1.69469, -2.88010, -1.74321)
F (-0.41026, -3.07036, -0.38518)
F (0.61389, -4.47039, -3.46406)
O (-0.97439, 2.95467, -2.30847)
C (-0.26121, 1.87801, -1.82175)
O (-0.76016, 1.14711, -0.94075)
O (0.90794, 1.79388, -2.29943)
H (-0.23342, 3.07850, -2.95288)

Atomic partial charges in e from the natural (NBO) method, atoms 1 to 2: 0.981, 2.818

=====

# CHBr2IO2S

CHBr2IO2S as an isolated structure (ωB97M-V/def2-TZVPD, OMol25).

Electronic energy in eV: -164165.877
ΔE to the lowest compared entry with this formula, charge and spin in kcal/mol: 39.4
2S+1: 1

CARTESIAN COORDINATES (ANGSTROEM)
C (-0.50365, -1.19566, 0.30904)
O (0.35320, 2.05949, 0.02272)
O (-0.48003, 1.25300, -2.03376)
S (-0.10870, 2.41516, -1.24916)
Br (-2.16448, -0.95222, 0.91130)
Br (-0.13206, -2.30820, -1.10663)
I (-4.38376, 0.25510, -0.21186)
H (0.24615, -0.60369, 0.79283)

Atomic partial charges in e from the natural (NBO) method, atoms 1 to 2: -0.509, -0.845

=====

# CHBrClNO2

An isolated molecule of CHBrClNO2 (ωB97M-V/def2-TZVPD, OMol25).

Electronic energy in eV: -89198.927
ΔE to the lowest compared entry with this formula, charge and spin in kcal/mol: 15.5
SMILES: O=[N+]([O-])[C@H](Cl)Br
2S+1: 1

CARTESIAN COORDINATES (ANGSTROEM)
C (0.00800, -0.24939, -0.56206)
N (0.30625, 0.28516, 0.82375)
O (0.77163, 1.36263, 1.02709)
O (-0.00683, -0.51779, 1.64265)
Cl (0.36172, 1.07159, -1.60492)
Br (-1.98322, -0.53503, -0.53978)
H (0.54246, -1.41717, -0.78674)

Atomic partial charges in e from the natural (NBO) method, atoms 1 to 2: -0.269, 0.489